The following is a quantum chemistry calculation of 2 unconnected molecules or ions with the total composition C5H8N2 in a non-equilibrium geometry, from the Open Molecules 2025 dataset.

Results
**ΔE to the lowest compared entry with this formula, charge and spin**: 92.1 kcal/mol
**Highest occupied orbital energy (spin up / spin down)**: -0.6853 / -0.7023 hartree

```
! wB97M-V def2-TZVPD RIJCOSX def2/J DEFGRID3
* xyz 2 1
C 0.51 -1.74 1.00
C -0.22 1.68 -1.20
C 1.21 -2.42 1.98
C 0.18 2.90 -1.53
C -1.10 -0.47 -0.44
N -0.25 -1.26 0.27
N -0.61 0.70 -0.72
H 1.78 -1.66 2.61
H 0.72 -3.16 2.57
H 1.96 -3.03 1.41
H -0.23 3.61 -0.89
H 1.21 3.11 -1.76
H -0.43 3.10 -2.43
H -3.05 -0.18 0.29
H -1.69 -1.18 -1.16
*
```